{"formula": "C26H50P2PdSi", "method": "ωB97M-V/def2-TZVPD", "charge": 2, "multiplicity": 5, "e_above_lowest_kcal_mol": 54.5, "orbital_gap_ha": [0.1987, 0.1578], "symbols": ["Pd", "C", "C", "C", "C", "C", "C", "H", "H", "H", "C", "H", "H", "H", "C", "H", "H", "H", "C", "H", "H", "H", "C", "H", "H", "H", "C", "C", "C", "C", "C", "C", "C", "C", "H", "H", "H", "H", "H", "H", "H", "H", "H", "H", "H", "H", "P", "C", "C", "P", "C", "C", "C", "H", "H", "H", "H", "H", "H", "H", "H", "H", "H", "H", "H", "H", "H", "C", "Si", "C", "C", "H", "H", "H", "H", "H", "H", "H", "H", "H"], "xyz": [[-0.584, -1.397, -0.611], [3.043, 1.943, 0.321], [2.320, 2.007, 1.543], [3.703, 0.176, 1.638], [3.915, 0.822, 0.392], [2.699, 0.895, 2.340], [2.929, 2.884, -0.812], [2.551, 3.856, -0.470], [2.241, 2.514, -1.590], [3.906, 3.044, -1.286], [4.911, 0.410, -0.620], [4.878, 1.076, -1.492], [4.738, -0.623, -0.963], [5.932, 0.449, -0.204], [4.453, -0.999, 2.126], [5.506, -0.741, 2.320], [4.446, -1.817, 1.393], [4.025, -1.370, 3.064], [2.187, 0.590, 3.694], [2.695, 1.192, 4.465], [2.343, -0.467, 3.942], [1.112, 0.805, 3.767], [1.429, 3.109, 1.962], [2.000, 3.930, 2.429], [0.696, 2.771, 2.705], [0.893, 3.539, 1.105], [-1.777, -0.514, -1.882], [-1.602, 0.950, -1.865], [-0.705, 1.552, -0.828], [-1.174, 1.121, 0.595], [-0.896, -0.333, 0.897], [-2.056, -1.317, 1.060], [-2.953, -1.914, -0.099], [-3.134, -0.988, -1.297], [-0.726, 2.650, -0.894], [-2.245, 1.360, 0.723], [0.345, 1.236, -0.985], [-3.769, -0.136, -1.011], [-1.620, -0.957, -2.883], [-2.590, 1.451, -1.841], [-3.669, -1.528, -2.088], [-2.550, -2.893, -0.410], [-2.801, -0.640, 1.513], [-3.931, -2.121, 0.348], [-0.634, 1.722, 1.340], [-0.122, -0.462, 1.666], [-1.662, 2.430, -3.648], [-3.093, 1.773, -4.578], [-2.500, 3.899, -2.946], [-2.784, -2.514, 3.740], [-1.756, -2.426, 2.156], [-3.073, -0.719, 4.065], [-4.429, -2.982, 3.037], [-2.679, 1.330, -5.496], [-3.766, 2.598, -4.844], [-3.619, 0.999, -4.006], [-3.158, 3.635, -2.109], [-3.068, 4.376, -3.753], [-1.717, 4.588, -2.600], [-5.141, -2.153, 3.121], [-4.779, -3.819, 3.658], [-4.350, -3.328, 1.998], [-1.850, -3.422, 1.695], [-0.727, -2.303, 2.529], [-2.834, -0.580, 5.129], [-4.126, -0.459, 3.902], [-2.416, -0.072, 3.474], [1.890, -0.427, -2.697], [1.269, -1.967, -1.789], [0.785, -3.295, -3.037], [2.575, -2.627, -0.603], [1.070, 0.098, -3.207], [2.625, -0.736, -3.455], [2.377, 0.274, -2.006], [1.466, -3.265, -3.898], [0.849, -4.284, -2.566], [-0.241, -3.142, -3.396], [2.407, -3.703, -0.455], [3.586, -2.485, -1.007], [2.510, -2.128, 0.372]], "lowdin_spin": [0.31, 0.32, 0.32, 0.32, 0.32, 0.32, 0.05, 0.00, 0.02, 0.01, 0.05, 0.00, 0.01, 0.02, 0.05, 0.02, 0.01, 0.00, 0.05, 0.02, 0.00, 0.01, 0.05, 0.02, 0.00, 0.01, 0.14, 0.26, 0.05, 0.05, 0.28, 0.05, 0.03, 0.03, 0.00, 0.00, 0.01, 0.00, 0.02, 0.03, 0.00, 0.00, 0.02, 0.00, 0.00, 0.03, 0.49, 0.06, 0.06, 0.00, 0.01, 0.00, 0.00, 0.01, 0.00, 0.01, 0.01, 0.00, 0.00, 0.00, 0.00, 0.00, 0.00, 0.00, 0.00, 0.00, 0.00, 0.00, 0.02, 0.01, 0.01, 0.00, 0.00, 0.00, 0.00, 0.00, 0.00, 0.00, 0.00, 0.00]}

=====

{"formula": "C26H51ClN3O6P", "method": "ωB97M-V/def2-TZVPD", "charge": 0, "smiles": "[H]/N=C(\\C)Cc1ccc(P(O)Cl)c2nccnc12.CC(C)O.CC(C)O.CC(C)O.CC(C)O.CC(C)O", "multiplicity": 1, "e_above_lowest_kcal_mol": 184.9, "orbital_gap_ha": 0.2573, "symbols": ["H", "N", "C", "C", "C", "C", "C", "C", "C", "P", "O", "Cl", "C", "N", "C", "C", "N", "C", "H", "H", "H", "H", "H", "H", "H", "H", "H", "H", "C", "C", "C", "O", "H", "H", "H", "H", "H", "H", "H", "H", "C", "C", "C", "O", "H", "H", "H", "H", "H", "H", "H", "H", "C", "C", "C", "O", "H", "H", "H", "H", "H", "H", "H", "H", "C", "C", "C", "O", "H", "H", "H", "H", "H", "H", "H", "H", "C", "C", "C", "O", "H", "H", "H", "H", "H", "H", "H", "H"], "xyz": [[4.232, -2.077, 3.250], [3.957, -1.559, 2.386], [4.282, -2.292, 1.245], [5.002, -3.761, 1.404], [3.860, -1.619, -0.226], [2.210, -1.872, -0.339], [1.169, -0.700, 0.162], [-0.446, -1.039, 0.039], [-0.941, -2.500, -0.571], [-2.871, -2.741, -0.678], [-3.131, -3.461, -2.276], [-3.408, -4.092, 0.877], [0.127, -3.685, -1.060], [-0.476, -4.971, -1.551], [0.634, -5.886, -1.987], [2.229, -5.567, -1.942], [2.790, -4.283, -1.398], [1.711, -3.335, -0.956], [5.989, -3.848, 0.779], [5.246, -4.039, 2.531], [4.225, -4.570, 1.025], [4.150, -0.481, -0.304], [4.428, -2.160, -1.126], [1.599, 0.325, 0.565], [-1.238, -0.231, 0.348], [-4.048, -3.897, -2.255], [0.311, -6.955, -2.407], [3.000, -6.370, -2.350], [-4.972, 1.030, -0.612], [-3.815, 1.745, -1.291], [-4.220, 2.287, -2.653], [-2.727, 0.837, -1.449], [-5.309, 0.174, -1.208], [-4.663, 0.635, 0.361], [-5.820, 1.706, -0.462], [-3.466, 2.567, -0.657], [-4.530, 1.476, -3.321], [-3.374, 2.787, -3.135], [-5.045, 3.000, -2.563], [-3.028, 0.104, -2.012], [-5.611, 3.789, 2.264], [-6.998, 3.659, 1.655], [-8.021, 4.480, 2.423], [-7.390, 2.288, 1.664], [-5.601, 3.425, 3.297], [-4.888, 3.183, 1.708], [-5.274, 4.830, 2.257], [-6.973, 3.986, 0.610], [-8.096, 4.140, 3.462], [-9.016, 4.367, 1.981], [-7.755, 5.542, 2.421], [-7.415, 1.989, 2.588], [4.159, 2.050, 4.585], [5.316, 2.764, 3.905], [4.911, 3.307, 2.544], [6.404, 1.857, 3.747], [3.822, 1.194, 3.989], [4.469, 1.654, 5.558], [3.311, 2.726, 4.735], [5.665, 3.586, 4.540], [4.601, 2.495, 1.876], [5.757, 3.807, 2.062], [4.086, 4.020, 2.633], [6.104, 1.124, 3.185], [6.875, -7.999, -3.203], [6.120, -6.792, -2.668], [7.004, -5.555, -2.637], [5.654, -7.073, -1.350], [7.735, -8.237, -2.566], [6.231, -8.884, -3.208], [7.233, -7.821, -4.221], [5.241, -6.601, -3.293], [7.868, -5.707, -1.980], [6.451, -4.698, -2.238], [7.366, -5.304, -3.638], [6.428, -7.244, -0.788], [-3.910, 6.023, -2.282], [-4.451, 5.812, -0.877], [-4.477, 7.113, -0.092], [-3.635, 4.864, -0.194], [-2.880, 6.397, -2.253], [-3.885, 5.075, -2.831], [-4.525, 6.735, -2.839], [-5.463, 5.394, -0.931], [-3.468, 7.527, 0.015], [-4.857, 6.944, 0.922], [-5.109, 7.859, -0.583], [-2.735, 5.226, -0.141]], "lowdin_charge": [0.03, 0.06, -0.30, -0.08, -0.13, -0.07, 0.00, -0.03, -0.30, 0.58, -0.42, 0.09, -0.14, 0.05, -0.06, -0.05, 0.04, -0.10, 0.08, 0.09, 0.08, 0.11, 0.11, 0.10, 0.08, 0.06, 0.11, 0.10, -0.06, -0.49, -0.06, -0.09, 0.08, 0.08, 0.07, 0.12, 0.08, 0.08, 0.08, 0.07, -0.06, -0.50, -0.06, -0.06, 0.08, 0.07, 0.07, 0.13, 0.08, 0.08, 0.08, 0.10, -0.07, -0.50, -0.07, -0.06, 0.07, 0.08, 0.08, 0.14, 0.07, 0.08, 0.08, 0.09, -0.07, -0.51, -0.06, -0.07, 0.08, 0.08, 0.08, 0.13, 0.08, 0.07, 0.08, 0.09, -0.05, -0.50, -0.06, -0.07, 0.09, 0.06, 0.08, 0.13, 0.08, 0.07, 0.08, 0.10]}